A cluster of 2 separate species, C14H16 in total at a distorted geometry, computed with the ωB97M-V functional and the def2-TZVPD basis.

```
30
Properties=species:S:1:pos:R:3:forces:R:3:mulliken_charge:R:1
C 0.82660 -0.23553 2.14698 0.382 -0.293 -0.432 0.530
C 1.37073 2.44575 2.65614 0.068 -0.581 -0.316 -0.454
C 0.53768 0.72218 1.18196 0.228 0.232 0.527 -0.029
C 0.54231 -1.68149 1.84594 -0.941 -0.198 0.643 -1.341
C -0.46817 -0.65494 -2.98692 0.136 0.157 -0.539 0.994
C 0.41774 -0.73448 -4.20444 -0.012 0.178 0.082 -1.513
C 1.81136 1.45693 3.53173 -0.220 0.732 0.352 -0.467
C 1.44121 0.14060 3.34195 -0.472 0.678 -1.338 -0.501
C -2.10481 -0.55544 -0.75367 -0.138 0.062 -0.204 -0.542
C -1.49247 -1.74562 -1.10595 0.224 -0.035 0.274 -0.498
C -2.00786 0.55197 -1.58840 0.065 -0.312 0.418 -0.478
C -0.69433 -1.80833 -2.24026 0.133 0.479 0.189 -0.439
C -1.13600 0.52268 -2.66954 -0.862 0.073 0.313 -0.494
C 0.73755 2.06619 1.48030 0.405 -0.001 -0.510 -0.542
H -0.13226 -1.23132 -5.00442 0.186 -0.089 -0.106 0.314
H 1.33650 -1.27724 -3.98960 -0.042 -0.208 -0.058 0.363
H -2.62840 -0.49459 0.18859 -0.314 0.011 -0.049 0.356
H -0.16448 -2.69893 -2.54812 -0.124 -0.235 0.165 0.371
H -0.48556 -1.87573 2.18412 0.040 -0.146 -0.074 0.255
H 2.45064 1.76310 4.35100 -0.269 -0.169 0.289 0.362
H -1.09505 1.43026 -3.25937 0.411 -0.185 -0.277 0.358
H 1.55564 3.48839 2.84632 0.219 0.165 0.059 0.375
H -2.62439 1.41361 -1.36550 0.282 0.208 -0.027 0.372
H 1.57529 -0.59985 4.07059 0.659 -0.899 0.971 0.438
H 0.56890 2.81112 0.71049 -0.321 0.032 0.117 0.352
H -1.61075 -2.57782 -0.42276 0.090 -0.207 -0.244 0.469
H 0.54393 -1.94139 0.79047 0.282 0.214 -0.070 0.282
H 1.15983 -2.38123 2.40717 0.229 0.117 -0.077 0.436
H 0.19490 0.39476 0.21297 -0.186 0.132 -0.111 0.298
H 0.72075 0.24724 -4.56543 -0.139 0.085 0.035 0.374
```
Positions in Å, forces in eV/Å.

Values from the calculation:
SMILES string = Cc1ccccc1.Cc1ccccc1
molar mass = 184.28 g mol⁻¹
highest occupied orbital energy = -8.80 eV
relative energy (zero: lowest compared OMol25 entry of this formula, charge and spin) = 0.3530 eV
Kohn-Sham gap = 9.76 eV

---

A cluster of 2 separate species, C14H16 in total at a distorted geometry, computed with the ωB97M-V functional and the def2-TZVPD basis.

```
30
Properties=species:S:1:pos:R:3:forces:R:3:mulliken_charge:R:1
C 1.27187 -3.15212 -0.38468 -0.275 -0.458 1.567 -0.342
C -1.10139 2.25411 0.22805 0.283 -0.611 1.540 0.651
C 0.01978 -1.67439 1.02855 0.397 1.569 0.601 -0.076
C 2.44681 -1.16782 0.67383 0.467 0.262 -1.245 -1.277
C 1.22242 2.45487 -0.48729 -0.345 -0.826 -1.762 -0.569
C -1.52369 2.06669 -1.04761 0.346 -0.109 -2.007 -0.342
C -2.08520 2.39577 1.37592 0.714 1.623 0.441 -1.356
C 0.28567 2.34526 0.49093 -1.248 0.780 1.161 -0.330
C 0.75300 2.41546 -1.83637 0.789 -0.008 0.893 -0.429
C 0.06708 -3.83747 -0.58402 0.306 0.764 -0.825 -0.570
C -0.57344 2.17514 -2.08491 -0.301 -0.459 -0.059 -0.447
C -1.20803 -2.24158 0.76311 0.689 -2.150 -0.192 -0.768
C -1.13172 -3.40270 -0.01237 -0.025 -0.180 -1.242 -0.206
C 1.26833 -2.09312 0.51642 -1.416 0.917 0.134 0.639
H -0.87321 1.94689 -3.10316 -0.109 0.361 0.030 0.346
H -2.16677 -1.99427 1.20797 0.321 0.554 -0.087 0.402
H 2.27623 2.34551 -0.28162 0.158 0.617 0.085 0.418
H 2.23341 -3.51408 -0.72932 -0.175 0.020 -0.556 0.381
H 3.32413 -1.54208 1.21027 -0.168 -0.244 -0.274 0.350
H 1.44434 2.54132 -2.66466 -0.012 -0.191 0.141 0.356
H -2.94659 2.88130 0.91416 -0.481 -0.495 0.600 0.361
H -2.00614 -3.92023 -0.39492 -0.210 0.083 0.477 0.314
H 0.02137 -0.73757 1.59342 0.109 -0.293 0.067 0.272
H 2.67916 -0.93358 -0.38304 0.708 -0.230 0.448 0.307
H 0.04335 -4.54131 -1.41531 -0.114 -0.371 0.563 0.316
H -2.53515 1.83222 -1.38957 0.088 0.233 0.689 0.364
H -1.67288 3.14575 2.08506 -0.109 0.050 -0.581 0.362
H -2.28644 1.61860 2.11737 -0.251 -0.696 -0.938 0.302
H 2.25667 -0.16359 1.04367 -0.637 -0.182 0.543 0.248
H 0.49702 2.49704 1.55013 0.502 -0.330 -0.210 0.322
```
Positions in Å, forces in eV/Å.

Values from the calculation:
SMILES string = Cc1ccccc1.Cc1ccccc1
molar mass = 184.28 g mol⁻¹
highest occupied orbital energy = -8.87 eV
relative energy (zero: lowest compared OMol25 entry of this formula, charge and spin) = 1.2359 eV
Kohn-Sham gap = 9.79 eV

---

Question: Which value of Kohn-Sham gap does entry 1 give?
Answer: 9.76 eV

---

Question: Look up the Kohn-Sham gap of the first one.
Answer: 9.76 eV

---

Question: Look up the molar mass of the first one.
Answer: 184.28 g mol⁻¹

---

Question: molar mass of number 2 (C14H16)?
Answer: 184.28 g mol⁻¹